{"formula": "C52H57GeMoNPSi2", "method": "ωB97M-V with the def2-TZVPD basis set", "symbols": ["Mo", "C", "C", "C", "C", "C", "C", "C", "P", "C", "C", "C", "C", "C", "C", "C", "C", "C", "C", "C", "C", "C", "C", "H", "H", "H", "H", "H", "H", "H", "H", "H", "H", "H", "H", "H", "H", "H", "H", "H", "H", "H", "H", "C", "Si", "C", "C", "C", "C", "C", "C", "C", "C", "N", "Si", "C", "C", "C", "H", "H", "H", "H", "H", "H", "H", "H", "H", "H", "H", "H", "H", "H", "H", "H", "H", "H", "H", "H", "H", "H", "C", "Ge", "C", "C", "C", "C", "C", "C", "C", "C", "C", "C", "C", "C", "C", "C", "C", "C", "C", "C", "H", "H", "H", "H", "H", "H", "H", "H", "H", "H", "H", "H", "H", "H", "H"], "xyz": [[-1.07118, -0.73513, 0.11607], [-2.96361, -2.94588, -4.17090], [-2.49379, -1.61430, -4.69665], [-2.38292, -1.44195, -6.07549], [-1.94114, -0.25164, -6.63241], [-1.60896, 0.81462, -5.81030], [-1.71565, 0.66219, -4.43720], [-2.14175, -0.53899, -3.86912], [-2.20824, -0.59278, -2.05018], [-1.30154, -2.15221, -1.65847], [-1.84418, -2.98680, -0.65585], [-1.29386, -4.28523, -0.45904], [-0.24975, -4.71989, -1.21278], [0.34181, -3.84663, -2.16273], [-0.13957, -2.59201, -2.39517], [0.59884, -1.66736, -3.32484], [-3.97577, -0.79169, -1.66229], [-5.00067, -0.82573, -2.60992], [-6.32160, -0.91869, -2.20788], [-6.61918, -0.97945, -0.85023], [-5.60261, -0.93032, 0.08682], [-4.26100, -0.81928, -0.29274], [-3.15832, -0.70535, 0.73501], [-3.63905, -3.41036, -4.89060], [-3.48160, -2.85903, -3.21830], [-2.11724, -3.62102, -4.01357], [-2.65040, -2.26861, -6.72474], [-1.86188, -0.15754, -7.70854], [-1.26591, 1.75219, -6.22832], [-1.44048, 1.48415, -3.78537], [-2.86236, -2.83427, -0.32788], [-1.75342, -4.93942, 0.27105], [0.15394, -5.71518, -1.07374], [1.23250, -4.16668, -2.69432], [1.65014, -1.95318, -3.37221], [0.55836, -0.63547, -2.96818], [0.19417, -1.67845, -4.33931], [-4.76615, -0.77343, -3.66559], [-7.11458, -0.94228, -2.94504], [-7.65049, -1.05526, -0.52592], [-5.83785, -0.96367, 1.14543], [-3.27508, -1.54301, 1.43835], [-3.35591, 0.19615, 1.32721], [1.81977, -1.45778, -0.00210], [1.47525, -2.11048, 1.72592], [1.66034, -3.98278, 1.78840], [2.72771, -1.38058, 2.91654], [-0.25459, -1.57122, 2.22951], [-0.84600, 1.07489, 2.08164], [-0.92484, 2.01978, 3.11699], [-1.31748, 3.29985, 2.78225], [-1.66435, 3.62458, 1.46977], [-1.61351, 2.62240, 0.50958], [-1.21091, 1.40259, 0.80917], [-1.27088, -2.38723, 3.56517], [-2.67482, -1.26575, 4.13591], [-1.97744, -4.03303, 2.99787], [-0.16167, -2.71982, 5.05277], [1.86793, -2.25758, -0.73900], [2.73405, -0.85901, -0.05103], [1.07846, -0.70619, -0.35128], [2.66910, -4.26361, 1.46760], [0.94773, -4.48883, 1.14280], [1.52856, -4.34913, 2.81114], [3.74765, -1.56846, 2.56456], [2.62785, -1.80814, 3.91840], [2.59485, -0.29661, 2.97741], [-0.64237, 1.75495, 4.12691], [-1.34517, 4.06371, 3.55084], [-1.93249, 4.63213, 1.18637], [-1.87280, 2.80868, -0.52615], [-2.71084, -0.34226, 3.55649], [-2.55523, -0.99765, 5.18897], [-3.64357, -1.76041, 4.02414], [-2.72564, -3.87539, 2.21625], [-2.46071, -4.55022, 3.83236], [-1.19551, -4.68358, 2.59960], [0.31884, -1.79627, 5.38689], [0.62963, -3.43668, 4.81708], [-0.74117, -3.12273, 5.88894], [-0.34838, -0.22704, 1.98360], [2.34816, 2.20407, 0.79017], [3.87763, 1.61587, -0.39177], [4.94573, 0.90751, 0.17126], [5.91392, 0.28385, -0.60596], [5.84654, 0.34526, -1.99281], [4.80210, 1.04806, -2.58032], [3.84026, 1.66747, -1.78960], [1.65644, 3.82185, -0.18794], [1.63796, 5.10520, 0.36646], [0.94872, 6.15546, -0.22977], [0.25267, 5.95794, -1.41588], [0.25312, 4.69155, -1.99011], [0.93423, 3.64852, -1.37511], [3.46817, 3.11251, 2.20731], [4.67339, 3.77744, 1.95754], [5.39187, 4.39935, 2.97101], [4.91846, 4.37593, 4.27855], [3.72649, 3.72349, 4.55611], [3.01967, 3.10262, 3.52944], [5.02560, 0.83641, 1.25357], [6.72533, -0.25439, -0.12690], [6.59734, -0.14301, -2.60292], [4.73370, 1.11807, -3.66105], [3.04346, 2.21396, -2.28601], [2.17334, 5.29249, 1.29292], [0.95672, 7.13715, 0.23285], [-0.28359, 6.77508, -1.88442], [-0.28972, 4.51144, -2.91291], [0.86587, 2.65728, -1.82122], [5.06028, 3.80672, 0.94403], [6.32300, 4.90641, 2.74055], [5.47792, 4.86126, 5.07021], [3.34602, 3.69245, 5.57158], [2.08982, 2.58845, 3.76475]], "mulliken_charge": [-1.43, -1.44, 1.45, -1.08, -0.74, -0.71, -1.38, 0.49, 2.26, -0.49, 1.77, -1.15, -1.12, 0.03, -0.24, -1.60, 0.65, -0.79, -0.80, -0.84, -0.58, -0.13, -0.95, 0.60, 0.10, 0.25, 0.46, 0.40, 0.44, 0.65, 0.37, 0.44, 0.33, 0.43, 0.57, 0.06, 0.20, 0.37, 0.44, 0.38, 0.53, 0.10, 0.78, 0.72, 0.49, -0.98, -0.90, 1.60, 0.16, -0.19, -0.86, -0.86, -0.81, 1.26, 0.06, -1.12, -0.99, -1.19, 0.48, -0.11, -0.43, 0.37, 0.12, 0.24, 0.36, 0.34, 0.01, 0.62, 0.43, 0.43, 0.36, 0.19, 0.44, 0.37, 0.20, 0.52, 0.25, 0.28, 0.30, 0.35, -1.18, 1.15, -0.60, -0.05, -0.66, -0.46, -0.68, -0.09, -0.18, -0.33, -0.86, -0.48, -0.79, 0.03, -0.47, -0.03, -0.70, -0.38, -0.52, -0.31, 0.40, 0.36, 0.36, 0.38, 0.22, 0.29, 0.38, 0.36, 0.40, 0.20, 0.35, 0.37, 0.33, 0.38, 0.23], "total_charge": -1, "fmax_ev_per_a": 0.69, "multiplicity": 3, "de_lowest_kj_mol": 255.6, "lumo_energy_ev": [2.31, 2.15]}


{"formula": "C26H22BrN4O2Se2Ti", "method": "ωB97M-V with the def2-TZVPD basis set", "symbols": ["Ti", "O", "C", "C", "C", "C", "C", "C", "C", "O", "N", "N", "C", "C", "Br", "C", "C", "C", "C", "C", "C", "C", "H", "H", "H", "H", "H", "H", "H", "H", "H", "H", "H", "H", "H", "H", "Se", "Se", "C", "C", "C", "C", "C", "N", "C", "C", "C", "C", "C", "N", "H", "H", "H", "H", "H", "H", "H", "H"], "xyz": [[-0.65144, -1.16918, -0.19373], [-4.00588, 2.35961, -2.17528], [-4.41348, 1.85714, -0.97921], [-5.40800, 2.41935, -0.19092], [-5.71653, 1.85408, 1.03538], [-5.03929, 0.72899, 1.48892], [-4.05426, 0.16164, 0.69679], [-3.73099, 0.72695, -0.53166], [-2.69440, 0.14181, -1.47370], [-2.14196, -1.03518, -0.96465], [-1.54495, 1.03467, -1.67488], [-0.38848, 0.65916, -1.06210], [0.65100, 1.45338, -1.03923], [1.92511, 1.07636, -0.57355], [1.96916, -0.80449, -0.05790], [3.02678, 1.88562, -0.59969], [4.39791, 1.72334, -0.25981], [5.28663, 2.68316, -0.79912], [6.64498, 2.57946, -0.60323], [7.15834, 1.53399, 0.15766], [6.29656, 0.61067, 0.75212], [4.93924, 0.70124, 0.55353], [-4.60248, 3.05074, -2.48898], [-5.94420, 3.29498, -0.53837], [-6.50230, 2.28891, 1.63808], [-5.30082, 0.28476, 2.43963], [-3.57388, -0.75601, 1.01188], [-3.15314, -0.01882, -2.45250], [-1.70868, 1.98345, -1.98105], [0.55053, 2.45948, -1.44210], [2.80120, 2.86285, -1.02586], [4.89537, 3.49722, -1.39778], [7.31235, 3.31427, -1.03182], [8.22601, 1.44701, 0.30857], [6.69704, -0.16803, 1.38650], [4.29647, 0.02236, 1.09054], [-1.59265, -3.56529, 0.88373], [0.31466, -3.16718, 2.17843], [-0.11681, -1.35281, 2.69901], [0.12031, -0.95023, 3.99823], [-0.22062, 0.34485, 4.36725], [-0.82030, 1.17764, 3.42888], [-1.01729, 0.70810, 2.14932], [-0.64596, -0.53500, 1.77013], [-0.71278, -3.88670, -0.82609], [-0.67955, -5.11535, -1.44314], [-0.08764, -5.18433, -2.70357], [0.43096, -4.03368, -3.28288], [0.36472, -2.84012, -2.58747], [-0.19650, -2.77683, -1.37093], [0.54145, -1.65285, 4.70515], [-0.04414, 0.68351, 5.37994], [-1.14175, 2.17690, 3.68604], [-1.49433, 1.32265, 1.39740], [-1.10464, -5.98711, -0.96465], [-0.03552, -6.13210, -3.22410], [0.88199, -4.06037, -4.26484], [0.75688, -1.91863, -2.99832]], "mulliken_charge": [-0.10, -0.58, 0.75, -0.72, -0.58, -1.05, -0.01, -0.01, 0.37, -0.07, -0.55, 0.46, -0.05, 0.18, 0.07, -0.36, 1.12, -0.52, -0.74, -0.38, -0.82, -0.33, 0.37, 0.35, 0.45, 0.46, 0.49, 0.34, 0.24, 0.45, 0.32, 0.36, 0.42, 0.42, 0.42, 0.38, -0.01, 0.11, 0.37, -0.81, -0.35, -1.04, -0.21, 0.70, 0.36, -0.83, -0.24, -0.92, -0.02, 0.36, 0.49, 0.47, 0.52, 0.51, 0.52, 0.47, 0.47, 0.49], "total_charge": 3, "fmax_ev_per_a": 2.01, "multiplicity": 1, "de_lowest_kj_mol": 0.0, "lumo_energy_ev": -10.66}


{"formula": "C29H44FI2N2O6S", "method": "ωB97M-V with the def2-TZVPD basis set", "symbols": ["C", "C", "C", "N", "C", "C", "I", "C", "C", "C", "C", "I", "C", "C", "C", "C", "C", "C", "C", "C", "O", "C", "C", "O", "C", "N", "O", "C", "C", "C", "C", "C", "C", "C", "S", "O", "O", "O", "C", "C", "F", "H", "H", "H", "H", "H", "H", "H", "H", "H", "H", "H", "H", "H", "H", "H", "H", "H", "H", "H", "H", "H", "H", "H", "H", "H", "H", "H", "H", "H", "H", "H", "H", "H", "H", "H", "H", "H", "H", "H", "H", "H", "H", "H", "H"], "xyz": [[5.34493, -0.25788, 4.63987], [3.84641, -0.64956, 4.72832], [2.97290, 0.62227, 4.93659], [1.52869, 0.21160, 4.95997], [1.03074, 0.07809, 3.61545], [0.72050, -1.22245, 3.06124], [1.06193, -2.81692, 4.44001], [0.22674, -1.40704, 1.74716], [-0.00597, -2.84339, 1.30356], [-1.51235, -3.27907, 1.19846], [-2.00612, -4.05964, 2.46361], [-4.10740, -3.52485, 2.71763], [0.00705, -0.19564, 0.98130], [-0.55547, -0.21769, -0.37308], [-1.06623, -1.38203, -1.21982], [-2.65838, -1.41845, -1.14590], [-3.22337, -1.55118, -2.61816], [-2.92158, -3.01618, -3.09277], [-1.65909, -3.15915, -3.97795], [-1.42399, -4.63400, -4.42618], [-0.17950, -4.76217, -5.14766], [0.90041, -4.83266, -4.29524], [1.77845, -3.56316, -4.11240], [1.23232, -5.83170, -3.70858], [-0.70277, 0.99351, -1.01129], [-0.36886, 2.19644, -0.47135], [-0.55926, 3.29090, -1.25699], [-1.84107, 3.91765, -0.98269], [-3.06668, 3.19091, -1.57979], [-4.26870, 4.21342, -1.52115], [0.14799, 2.30886, 0.75437], [0.50973, 3.71635, 1.21613], [2.09449, 3.84802, 1.22293], [2.58775, 5.06193, 0.39189], [2.32959, 4.76035, -1.38516], [2.29101, 3.34478, -1.66407], [1.17125, 5.47008, -1.83002], [3.61504, 5.37170, -2.12469], [0.33523, 1.10803, 1.52861], [0.85880, 1.21932, 2.85320], [1.21197, 2.37784, 3.44116], [5.75742, 0.00524, 5.63240], [5.92484, -1.09179, 4.20835], [5.49348, 0.62325, 3.98397], [3.54175, -1.13259, 3.77632], [3.64917, -1.39326, 5.52092], [3.20897, 1.29514, 4.09015], [3.20397, 1.11913, 5.89482], [0.97381, 0.94101, 5.40765], [0.46592, -3.59587, 1.96151], [0.55243, -2.98509, 0.35485], [-1.64144, -3.87206, 0.27999], [-2.09878, -2.34559, 1.19177], [-2.01142, -5.14587, 2.28826], [-1.43690, -3.79177, 3.36423], [-0.87326, -1.10053, -2.27417], [-0.59489, -2.35909, -1.09754], [-3.04350, -0.47290, -0.72389], [-3.04166, -2.29991, -0.61973], [-4.32216, -1.48725, -2.50440], [-2.80517, -0.78439, -3.29072], [-2.82063, -3.69150, -2.21626], [-3.76363, -3.43544, -3.68163], [-0.71747, -2.83556, -3.50445], [-1.79598, -2.58056, -4.91380], [-1.44020, -5.33304, -3.56592], [-2.20814, -4.96186, -5.13120], [1.61892, -3.11534, -3.11657], [2.83278, -3.81979, -4.29802], [1.47808, -2.80451, -4.86001], [-1.11414, 1.02898, -2.02678], [-1.78037, 4.95414, -1.36290], [-1.94173, 4.01525, 0.11836], [-3.34730, 2.39375, -0.86073], [-2.91026, 2.79312, -2.59311], [-3.96643, 5.11449, -0.95220], [-5.12539, 3.79347, -0.96406], [-4.60857, 4.48449, -2.53111], [0.17076, 3.89440, 2.25169], [0.08435, 4.52752, 0.61268], [2.44582, 3.96430, 2.26402], [2.57238, 2.91559, 0.86444], [1.93901, 5.92528, 0.63078], [3.64026, 5.31803, 0.59461], [4.17816, 4.65168, -2.45913]], "mulliken_charge": [-1.25, -0.21, -0.10, -0.17, -0.64, -0.72, 0.15, 1.17, -1.93, 0.02, -1.00, 0.00, -0.37, -0.58, -0.38, -0.74, -1.03, -0.68, 0.47, -0.83, -0.35, 0.71, -0.76, -0.52, -0.38, 0.47, -0.12, -0.78, -0.10, -1.24, 0.58, -1.38, -0.83, -1.05, 1.30, -0.65, -0.60, -0.47, -0.40, 0.83, -0.42, 0.33, 0.37, 0.31, 0.18, 0.28, 0.01, 0.45, 0.40, 0.76, 0.25, 0.27, 0.25, 0.52, 0.29, 0.63, 0.47, 0.46, 0.55, 0.39, 0.44, 0.21, 0.53, -0.35, 0.14, 0.39, 0.32, 0.07, 0.34, 0.33, 0.60, 0.61, 0.46, -0.02, 0.40, 0.36, 0.35, 0.30, 0.67, 0.45, 0.47, 0.48, 0.41, 0.48, 0.38], "total_charge": 1, "smiles": "CCCNc1c(I)c(CCCI)c2c(CCCCCCOC(C)=O)c[n+](OCCC)c(CCCS(=O)(=O)O)c2c1F", "fmax_ev_per_a": 2.13, "multiplicity": 1, "lumo_energy_ev": -3.87}